Entry 1:
The following is a quantum chemistry calculation of the molecule C4H9NO2 in a non-equilibrium geometry, from the Open Molecules 2025 dataset.

CARTESIAN COORDINATES (ANGSTROEM)
C: -2.034 -0.837 -0.311
C: -0.654 -0.218 -0.541
O: -0.853 1.096 -1.060
C: 0.131 -0.217 0.791
N: 1.583 -0.112 0.667
C: 2.234 0.918 0.090
O: 1.710 1.874 -0.466
H: -2.002 -1.893 -0.011
H: -2.610 -0.758 -1.234
H: -2.570 -0.275 0.469
H: -0.110 -0.623 -1.396
H: 0.007 1.556 -0.982
H: -0.252 0.631 1.378
H: -0.060 -1.126 1.376
H: 2.149 -0.843 1.068
H: 3.331 0.825 0.163

- SMILES string: C[C@@H](O)CNC=O
- Gap between HOMO and LUMO: 10.413 eV
- HOMO: -9.769 eV
- Electronic energy: -9879.1382 eV

***

Entry 2:
The following is a quantum chemistry calculation of C20H21BCuN6 as an isolated structure in a non-equilibrium geometry, from the Open Molecules 2025 dataset.

CARTESIAN COORDINATES (ANGSTROEM)
C: 2.585 -0.244 -0.463
N: 1.356 -0.319 -0.996
N: 1.514 -0.317 -2.372
C: 2.824 -0.258 -2.679
C: 3.538 -0.210 -1.490
B: 0.285 -0.241 -3.319
N: -0.718 -1.357 -2.945
N: -1.140 -1.581 -1.641
C: -1.975 -2.637 -1.678
C: -2.115 -3.075 -3.001
C: -1.298 -2.255 -3.768
Cu: -0.438 -0.557 -0.053
N: -0.386 1.121 -2.998
N: -0.816 1.376 -1.712
C: -1.231 2.645 -1.690
C: -1.112 3.212 -2.977
C: -0.564 2.208 -3.776
H: -1.583 3.118 -0.781
H: -0.286 2.165 -4.820
H: -1.379 4.206 -3.274
H: 0.625 -0.318 -4.463
H: -1.064 -2.238 -4.823
H: 3.140 -0.273 -3.714
H: -2.733 -3.884 -3.334
H: 4.599 -0.151 -1.374
H: -2.404 -3.053 -0.782
H: 2.755 -0.219 0.599
H: -2.616 -1.318 0.791
C: -1.814 -1.902 1.264
H: -2.159 -2.946 1.317
H: -0.841 -1.965 0.688
H: -1.652 -1.523 2.277
C: 2.145 -0.077 4.907
C: 2.325 -0.859 3.747
C: 1.493 -0.678 2.646
C: 0.502 0.332 2.628
C: -0.373 0.566 1.532
C: -1.331 1.547 1.573
C: -1.564 2.271 2.788
C: -0.754 2.058 3.890
C: 0.314 1.130 3.837
C: 1.148 0.889 4.952
H: 2.786 -0.248 5.771
H: 3.103 -1.624 3.714
H: 1.588 -1.331 1.775
H: -1.952 1.762 0.707
H: -2.388 2.981 2.832
H: -0.935 2.588 4.830
H: 0.996 1.483 5.858

- Gap between HOMO and LUMO (alpha / beta): 4.417 / 3.471 eV
- HOMO (alpha / beta): -14.133 / -14.126 eV
- 2S+1: 2
- Total charge: +2
- Electronic energy: -75318.9504 eV

***

Entry 3:
The following is a quantum chemistry calculation of an isolated ion of composition C5H8O and charge -1 in a non-equilibrium geometry, from the Open Molecules 2025 dataset.

CARTESIAN COORDINATES (ANGSTROEM)
C: -0.319 2.395 -0.261
C: -0.550 -2.099 -0.365
C: 0.404 -1.344 0.219
O: 1.466 -1.934 0.922
C: 0.474 0.089 0.422
C: 0.154 0.993 -0.555
H: 0.449 3.146 -0.551
H: -1.240 2.679 -0.771
H: -0.361 2.607 0.812
H: -0.713 -3.163 -0.284
H: -1.454 -1.558 -0.661
H: 1.292 -2.866 1.153
H: 0.585 0.378 1.462
H: -0.186 0.680 -1.541

- Gap between HOMO and LUMO (alpha / beta): 3.689 / 7.331 eV
- HOMO (alpha / beta): 0.771 / -3.019 eV
- 2S+1: 2
- Total charge: -1
- Electronic energy: -7359.5027 eV

***

Entry 4:
The following is a quantum chemistry calculation of C21H40Cl3LaN4O4Si as an isolated structure in a non-equilibrium geometry, from the Open Molecules 2025 dataset.

CARTESIAN COORDINATES (ANGSTROEM)
C: -0.542 -0.612 -4.441
C: 0.212 0.675 -4.275
H: -1.210 -0.583 -5.307
H: -1.120 -0.817 -3.526
H: 0.139 -1.467 -4.583
C: 0.140 1.735 -5.087
C: -0.692 1.823 -6.323
H: 0.755 2.619 -4.885
H: -1.371 0.974 -6.460
H: -0.084 1.919 -7.233
H: -1.296 2.736 -6.264
La: -0.331 -0.345 0.066
Cl: 1.864 -1.907 -0.268
Cl: -2.384 -1.886 -0.790
H: -0.053 -1.934 5.843
H: 0.207 -4.272 4.897
C: -0.828 -1.729 5.094
C: -0.572 -4.041 4.164
N: -0.634 -2.603 3.935
H: -0.766 -0.697 4.750
C: -0.525 -2.093 2.716
O: -0.538 -0.842 2.484
H: -0.339 -4.546 3.224
H: -0.406 -2.798 1.868
H: -1.806 -1.918 5.556
H: -1.528 -4.416 4.547
H: -2.502 1.149 -2.838
H: -1.491 3.604 -3.151
C: -3.048 1.542 -1.978
C: -2.154 3.848 -2.308
N: -2.307 2.680 -1.444
H: -3.160 0.756 -1.230
C: -1.760 2.667 -0.235
O: -1.671 1.651 0.504
H: -1.710 4.661 -1.713
H: -1.339 3.643 0.087
H: -4.027 1.888 -2.314
H: -3.133 4.156 -2.692
O: 0.147 0.781 -1.940
C: 1.027 0.707 -2.987
C: 1.883 3.039 -2.347
C: 2.126 1.775 -2.891
H: 0.889 3.268 -1.953
C: 2.915 3.986 -2.332
H: 1.537 -0.271 -2.919
C: 3.401 1.457 -3.373
H: 2.716 4.974 -1.925
C: 4.185 3.681 -2.834
C: 4.423 2.407 -3.357
H: 3.568 0.465 -3.803
H: 4.985 4.427 -2.816
H: 5.405 2.153 -3.759
Si: -5.151 -4.977 -0.840
Cl: -5.072 -4.296 -2.811
C: -6.107 -3.660 0.085
C: -3.339 -5.187 -0.454
C: -6.034 -6.645 -0.578
H: -5.681 -2.672 -0.143
H: -6.054 -3.824 1.171
H: -7.164 -3.672 -0.222
H: -7.103 -6.577 -0.831
H: -5.950 -6.932 0.484
H: -5.565 -7.435 -1.183
H: -2.836 -4.233 -0.695
H: -2.888 -5.970 -1.086
H: -3.149 -5.409 0.606
N: 1.912 1.700 3.286
C: 2.212 1.158 2.068
N: 3.480 0.723 1.949
O: 1.367 1.089 1.146
H: 2.597 1.774 4.012
H: 0.945 1.909 3.490
H: 3.758 0.198 1.129
H: 4.143 0.881 2.692

- Gap between HOMO and LUMO: 7.818 eV
- HOMO: -7.873 eV
- Electronic energy: -82890.8622 eV

***

Entry 5:
The following is a quantum chemistry calculation of a 5-piece molecular cluster, C30H70 overall in a non-equilibrium geometry, from the Open Molecules 2025 dataset.

CARTESIAN COORDINATES (ANGSTROEM)
C: -2.703 -0.672 0.006
C: -1.795 -0.501 -1.295
C: -2.287 0.681 -2.112
C: -1.395 0.987 -3.338
C: -1.763 2.145 -4.189
C: -0.666 2.543 -5.196
H: -3.754 -0.634 -0.267
H: -2.655 0.161 0.547
H: -2.320 -1.725 0.585
H: -1.451 -1.414 -1.854
H: -0.750 -0.213 -1.028
H: -2.726 1.645 -1.889
H: -3.269 0.364 -2.392
H: -1.143 0.240 -4.054
H: -0.492 1.343 -2.945
H: -2.077 3.027 -3.830
H: -2.543 1.776 -5.007
H: -0.171 1.757 -5.812
H: 0.045 2.930 -4.374
H: -1.107 3.446 -5.896
C: 0.250 3.047 0.351
C: -0.178 4.084 -0.720
C: -1.521 4.676 -0.536
C: -2.087 5.685 -1.585
C: -3.556 6.091 -1.481
C: -3.893 7.241 -0.473
H: -0.268 2.144 0.503
H: 0.257 3.320 1.232
H: 1.233 2.785 0.005
H: 0.056 3.663 -1.703
H: 0.576 4.795 -0.705
H: -1.508 5.337 0.365
H: -2.260 3.785 -0.094
H: -1.922 4.984 -2.374
H: -1.545 6.605 -1.766
H: -4.347 5.265 -1.184
H: -3.718 6.758 -2.289
H: -4.946 7.357 -0.102
H: -3.450 8.165 -0.702
H: -3.544 7.105 0.499
C: 2.422 -4.823 1.363
C: 1.931 -3.697 0.456
C: 2.826 -2.455 0.239
C: 2.674 -1.569 -1.004
C: 3.750 -0.477 -0.955
C: 3.546 0.648 -2.037
H: 1.588 -5.307 1.634
H: 3.000 -4.437 2.216
H: 3.094 -5.432 0.907
H: 0.919 -3.212 0.641
H: 1.601 -4.069 -0.584
H: 4.036 -2.609 0.423
H: 2.492 -1.928 1.203
H: 1.583 -1.148 -1.024
H: 2.751 -2.008 -2.104
H: 4.897 -1.003 -1.235
H: 3.666 0.090 -0.075
H: 4.417 1.329 -2.390
H: 2.839 1.273 -1.827
H: 3.006 0.091 -2.903
C: -2.543 -5.789 2.622
C: -1.601 -5.400 1.537
C: -2.401 -4.988 0.248
C: -1.624 -4.715 -0.938
C: -2.388 -4.440 -2.226
C: -1.467 -4.275 -3.391
H: -2.150 -5.695 3.605
H: -3.133 -6.852 2.430
H: -3.392 -5.255 2.534
H: -0.964 -6.314 1.251
H: -0.934 -4.687 1.817
H: -2.833 -4.095 0.479
H: -3.103 -5.837 0.020
H: -0.969 -5.656 -1.184
H: -0.894 -4.045 -0.448
H: -3.122 -3.625 -2.200
H: -3.157 -5.342 -2.314
H: -0.515 -3.899 -3.042
H: -2.006 -3.474 -4.189
H: -1.524 -5.337 -3.762
C: 5.138 2.049 4.941
C: 4.663 0.587 4.859
C: 3.566 0.211 3.827
C: 2.263 0.926 4.191
C: 1.108 0.427 3.152
C: -0.156 1.157 3.478
H: 6.044 2.073 5.590
H: 4.188 2.733 5.361
H: 5.368 2.333 3.962
H: 4.458 0.260 5.690
H: 5.466 -0.117 4.446
H: 3.599 -0.863 3.560
H: 3.888 0.795 2.889
H: 2.486 2.062 4.142
H: 2.043 0.743 5.304
H: 1.217 -0.603 3.050
H: 1.513 0.751 2.248
H: -1.042 0.907 2.771
H: -0.140 2.325 3.429
H: -0.598 0.956 4.367

- SMILES string: CCCCCC.CCCCCC.CCCCCC.CCCCCC.CCCCCC
- Gap between HOMO and LUMO: 10.824 eV
- HOMO: -10.047 eV
- Electronic energy: -32232.6357 eV

***

Entry 6:
The following is a quantum chemistry calculation of a 2-piece molecular cluster, F2H2O2Si overall in a non-equilibrium geometry, from the Open Molecules 2025 dataset.

CARTESIAN COORDINATES (ANGSTROEM)
O: -2.228 -0.909 0.313
O: 0.624 1.449 -0.689
F: 1.630 0.101 1.331
F: 1.504 -1.092 -0.873
Si: 0.816 0.032 -0.014
H: -2.243 -1.247 1.206
H: -0.102 1.667 -1.274

- Gap between HOMO and LUMO (alpha / beta): 9.921 / 7.146 eV
- HOMO (alpha / beta): -11.241 / -8.811 eV
- Electronic energy: -17441.0331 eV